No. 1
Computed, not measured: a structure of composition C20H32F3GeN6O7S2Ti at a distorted geometry, with ωB97M-V with the def2-TZVPD basis set.

Geometry as XYZ:
```
72
Properties=species:S:1:pos:R:3:forces:R:3:mulliken_charge:R:1
Ti -0.4415 -0.1538 0.1536 1.6055 2.1656 -1.1778 -0.352
O 2.7083 0.6377 2.8768 0.2884 -0.0067 -0.0035 -0.657
C 1.5258 0.5167 2.2670 -0.2536 -0.0636 0.1306 0.980
O 1.4933 0.0598 0.9703 0.1692 0.1571 0.1665 0.966
C 0.3218 0.7741 2.8187 0.0285 -0.0407 -0.0442 -0.506
C 0.0474 1.3554 4.1004 -0.2337 0.0181 0.1561 -1.674
C -1.2598 1.6017 4.4326 0.1829 -0.0183 -0.0601 -0.116
C -2.3324 1.3136 3.5628 -0.1103 0.0578 -0.0046 -1.536
C -2.0478 0.7333 2.3108 0.1329 0.0972 0.2075 -0.045
N -0.7198 0.4289 1.9496 -0.3930 -0.5593 0.6504 0.793
C -2.8606 0.4532 1.2528 -0.0319 -0.3059 0.1682 -0.319
O -4.2369 0.5539 1.2433 -0.0479 0.1573 -0.2698 -0.681
O -2.2731 -0.1415 0.1884 -0.5553 0.0011 0.3939 0.478
H 3.3380 0.1298 2.3249 0.0464 0.0236 -0.0692 0.328
H 0.8680 1.6106 4.7560 -0.0121 -0.0365 -0.0373 0.495
H -1.4730 2.0419 5.4014 -0.0406 0.0081 -0.0103 0.390
H -3.3635 1.5024 3.8354 0.0526 -0.0703 0.0500 0.449
H -4.5920 -0.3136 1.0111 -0.0592 -0.0198 0.1313 0.400
C 5.4560 -1.6822 0.0641 0.0307 0.1125 0.0112 -1.542
Ge 3.4799 -1.8862 0.0039 0.2509 0.0108 0.1665 1.140
C 3.2340 -2.6910 -1.7817 -0.2454 -0.0575 0.0068 -1.120
C 3.0305 -3.2456 1.3695 -0.1907 -0.0077 -0.0916 -1.442
C 2.7821 -0.1086 0.2232 -0.1114 -0.4065 -0.0723 -1.928
H 5.9411 -2.6132 -0.2472 -0.0478 0.0655 0.0135 0.375
H 5.8135 -1.4278 1.0669 -0.0560 -0.0311 -0.0691 0.355
H 5.7739 -0.8883 -0.6201 -0.0154 -0.0694 0.0545 0.389
H 3.4471 -3.7632 -1.7255 0.0138 0.0739 -0.0459 0.397
H 3.9258 -2.2302 -2.4907 -0.0176 0.0077 0.0107 0.406
H 2.2116 -2.5725 -2.1495 0.1355 -0.0080 0.0410 0.048
H 3.9498 -3.6875 1.7607 -0.0325 -0.0158 -0.0139 0.470
H 2.4112 -4.0353 0.9343 0.0476 0.0365 0.0697 0.367
H 2.4794 -2.7978 2.1993 0.0246 -0.0180 -0.0248 0.318
H 3.5270 0.5771 0.6122 -0.1271 0.3881 -0.0557 1.068
C -2.8412 -1.6386 -4.6075 0.0831 -0.0235 0.0434 -0.627
C -3.5638 -1.0697 -3.4069 0.0835 0.0622 0.0219 -0.723
N -2.6395 -0.2866 -2.5908 0.1070 -0.0518 -0.0636 0.125
C -1.3383 -0.0436 -2.9591 0.0490 0.0622 0.0194 -0.046
N -0.4470 0.1857 -2.0356 -0.1051 -0.0508 -0.6117 0.230
C 0.8877 0.6559 -2.4543 -0.1961 -0.0974 0.0348 0.174
C 1.2707 0.1709 -3.8343 -0.0669 -0.1126 0.0254 -0.782
C 0.1630 0.5630 -4.7889 0.0220 -0.0253 0.0169 -0.717
N -1.0912 0.0106 -4.3061 -0.0059 -0.0423 -0.0108 0.236
C -2.0533 -0.5178 -5.2574 -0.0257 0.0736 0.1069 -0.756
H -3.5440 -2.0809 -5.3144 -0.0114 0.0147 0.0051 0.399
H -2.1449 -2.4104 -4.2686 -0.0345 -0.0283 -0.0587 0.248
H -3.9802 -1.8723 -2.7975 0.0155 0.0171 0.0533 0.253
H -4.3865 -0.4302 -3.7412 -0.0567 -0.0092 -0.0003 0.515
H -2.7031 -0.4560 -1.5960 -0.0391 -0.0590 0.1190 0.238
H 1.6284 0.3206 -1.7224 0.0434 0.0070 0.1038 -0.420
H 0.8939 1.7487 -2.4256 -0.0104 0.0756 0.0157 0.351
H 1.3726 -0.9188 -3.8244 0.0618 0.0368 -0.0432 0.185
H 2.2235 0.6054 -4.1401 -0.0026 0.0045 0.0184 0.432
H 0.3401 0.1839 -5.7962 -0.0364 -0.0548 -0.0195 0.465
H 0.0974 1.6554 -4.8525 0.0065 0.0168 -0.0500 0.232
H -1.4996 -0.8920 -6.1184 0.0562 0.0199 -0.0476 0.447
H -2.7378 0.2630 -5.6158 0.0006 0.0177 -0.0265 0.240
N -3.0434 2.5825 -0.7012 0.0165 -0.2776 0.0954 -0.561
C -2.1074 2.8621 0.2451 -0.2356 0.0901 -0.2309 0.513
N -2.5298 3.5790 1.3120 0.1842 -0.0900 0.1879 -0.514
S -0.4594 2.5752 -0.0201 0.1995 0.1928 -0.0895 -0.403
H -3.9651 2.3783 -0.3282 -0.0150 0.0659 -0.0619 0.345
H -2.7351 1.8632 -1.3443 -0.0014 0.0659 -0.0934 0.284
H -3.4352 3.2986 1.6723 -0.0615 0.1818 -0.0576 0.389
H -1.8385 3.5784 2.0517 -0.0579 -0.0020 0.0924 0.290
F -0.2863 -2.6337 2.1501 -0.0969 -0.0323 -0.0130 -0.197
C -1.0805 -3.2647 1.2839 0.1433 0.0465 -0.1199 0.546
F -2.3374 -2.8509 1.4595 0.0637 0.0564 0.0288 -0.223
F -1.0378 -4.5710 1.5629 -0.1198 0.1228 0.0611 -0.275
S -0.4911 -3.0091 -0.4947 -0.2752 -1.2631 0.3500 1.233
O -1.6684 -2.6756 -1.2548 0.0436 0.0750 -0.0017 -0.727
O 0.1063 -4.2886 -0.7281 0.4696 0.2820 -0.5205 -0.721
O 0.4812 -1.8780 -0.4154 -0.6225 -1.0130 0.3421 -0.376
```
Positions in Å, forces in eV/Å.

**Total energy**: -5658.96080 hartree
**HOMO-LUMO gap (spin up / spin down)**: 4.52 / 4.52 eV
**Strongest force on any atom**: 0.05721 Eh/bohr
**Charge**: -1
**2S+1**: 1
**E_LUMO (spin up / spin down)**: 2.3 / 2.3 eV


No. 2
Computed, not measured: a cluster of 2 separate species, C20H32FN2O4 in total at a distorted geometry, with ωB97M-V with the def2-TZVPD basis set.

Geometry as XYZ:
```
59
Properties=species:S:1:pos:R:3:forces:R:3:mulliken_charge:R:1
C -2.3410 3.7132 0.2368 0.2750 -0.6113 0.4959 -1.505
C -2.4228 2.1725 0.4012 0.3972 1.4988 0.2313 0.392
O -3.2948 1.8512 1.4742 0.0658 -0.1812 0.2898 -0.566
C -1.0175 1.6293 0.5894 -0.3196 -0.7694 -0.8201 -2.499
C -0.8652 0.0894 0.6769 0.2778 -0.1233 0.2896 3.820
C -1.5781 -0.5214 -0.5460 -0.4259 0.1443 0.1254 0.665
C -2.9542 -1.1204 -0.3381 0.2255 -0.0934 -0.5297 -1.993
F -0.7888 -1.4961 -1.1681 -0.0109 0.0047 -0.0679 -0.371
C -1.3650 -0.3493 2.0720 0.6196 -0.3516 -0.0975 -2.694
C -0.8391 -1.6939 2.6473 -0.8947 -0.2247 0.5169 1.454
C -0.2939 -1.4547 4.0572 0.2671 0.2424 -0.5209 -1.918
C -2.0084 -2.6741 2.8291 0.6525 0.0879 0.1233 -1.691
N 0.1581 -2.3366 1.7709 -0.5250 0.5600 -0.6005 0.631
O -0.3168 -3.1919 0.9390 0.1650 -0.0877 0.3175 -0.609
C 1.2148 -1.4614 1.2293 1.1168 -0.2974 -0.9839 1.974
C 1.9665 -2.2649 0.1462 0.1174 0.4133 0.3540 -1.703
C 2.2490 -1.0875 2.3008 -0.7975 0.1180 0.3292 -1.974
C 0.6587 -0.1687 0.5765 -0.3345 0.1864 0.6975 -2.792
H -1.4802 4.0760 0.7913 0.2293 0.2074 0.0243 0.338
H -3.2071 4.1640 0.7002 -0.3960 0.1341 -0.2159 0.403
H -2.2368 4.0159 -0.7974 -0.0438 0.1014 -0.1881 0.349
H -2.8589 1.8056 -0.5156 -0.3969 -0.5137 -0.0392 0.361
H -2.8536 2.1120 2.3003 -0.2401 -0.0986 -0.3549 0.375
H -0.4417 1.9370 -0.2853 0.1167 0.2058 -0.1077 0.427
H -0.5415 2.0877 1.4485 0.0318 0.1589 0.3253 0.752
H -1.6795 0.2735 -1.2833 0.2365 0.1002 -0.2031 0.168
H -3.4731 -1.1065 -1.2904 -0.1724 -0.0188 -0.1875 0.494
H -2.8353 -2.1642 -0.0760 -0.0475 -0.1498 0.3758 0.424
H -3.5593 -0.5765 0.3737 -0.0342 0.0764 0.2572 0.356
H -1.0364 0.4323 2.7512 0.1022 0.2045 0.1872 0.814
H -2.4404 -0.3676 2.1533 -0.2951 0.1076 -0.2124 0.552
H -1.1141 -1.1131 4.6732 -0.1935 -0.0158 0.2750 0.483
H 0.1198 -2.3735 4.4489 0.1095 -0.1948 0.2765 0.390
H 0.4546 -0.6713 4.0716 0.1401 -0.0279 0.1329 0.356
H -2.6173 -2.7607 1.9457 -0.1637 -0.1417 -0.1824 0.173
H -2.5984 -2.3396 3.6715 -0.3379 0.2075 0.0757 0.474
H -1.5967 -3.6382 3.0992 -0.0707 -0.3511 -0.0911 0.489
H 1.4506 -2.2455 -0.8016 -0.2639 -0.3078 -0.0858 0.214
H 2.9316 -1.7894 0.0036 0.1760 0.1437 -0.1252 0.477
H 2.1510 -3.2765 0.4750 -0.0507 -0.3369 -0.0116 0.423
H 1.8950 -0.2412 2.8815 0.1061 0.0912 0.1538 0.430
H 2.4050 -1.9154 2.9806 0.2497 -0.2241 0.1003 0.342
H 3.1798 -0.7888 1.8435 0.2540 0.0042 -0.1658 0.483
H 0.9925 -0.1016 -0.4485 -0.0446 -0.0408 -0.3670 0.076
H 1.1259 0.6726 1.0801 0.1600 0.1835 0.1623 0.752
C 1.4750 -0.3480 -3.3369 -0.0184 -0.0962 0.0230 -0.486
C 2.8064 -0.4679 -3.7123 -0.0949 0.0736 0.0211 -0.494
C 3.4908 0.6311 -4.2062 0.1547 -0.1322 -0.0034 -0.383
C 2.8263 1.8393 -4.3126 -0.0731 -0.1370 0.0714 0.071
C 1.4994 1.9770 -3.9481 -0.1952 0.0989 0.0490 -0.462
C 0.8230 0.8719 -3.4579 0.0830 -0.0575 0.0130 -0.257
N 3.5536 3.0141 -4.8188 0.1067 0.1750 -0.0997 0.998
O 4.7141 2.8589 -5.1511 -0.2300 0.0554 0.0646 -0.604
O 2.9501 4.0703 -4.8730 0.1388 -0.1989 0.0027 -0.604
H 0.9423 -1.2048 -2.9450 -0.0212 0.0223 -0.0082 0.431
H 3.3132 -1.4183 -3.6168 0.0123 -0.0043 -0.0092 0.424
H 4.5260 0.5445 -4.5002 0.0068 0.1222 -0.0266 0.462
H 0.9982 2.9286 -4.0431 0.1071 0.0551 -0.0426 0.461
H -0.2152 0.9614 -3.1672 -0.0091 0.0029 -0.0136 0.446
```
Positions in Å, forces in eV/Å.

**Total energy**: -1291.44651 hartree
**HOMO-LUMO gap (spin up / spin down)**: 7.73 / 9.00 eV
**Strongest force on any atom**: 0.03049 Eh/bohr
**2S+1**: 2
**<S²>**: 0.7541
**E_LUMO (spin up / spin down)**: -0.5 / -0.5 eV


No. 3
Computed, not measured: a structure of composition C20H32GeN5O3S4SiSn at a distorted geometry, with ωB97M-V with the def2-TZVPD basis set.

Geometry as XYZ:
```
67
Properties=species:S:1:pos:R:3:forces:R:3:mulliken_charge:R:1
Sn -0.0421 -0.1707 -0.8748 -0.4401 0.8413 -0.4592 0.607
C -2.2490 -4.0553 0.9106 0.0606 0.1118 -0.1455 -1.556
C -2.1956 -2.5572 0.8331 0.1473 -0.1134 0.2270 0.537
N -1.3260 -1.8343 1.4217 -0.3135 0.2055 -0.0538 0.418
N -0.3276 -2.4645 2.1237 0.1143 -0.5067 0.2281 -1.072
C 0.4955 -1.6126 2.5945 0.0551 0.4498 0.0913 0.431
N 1.5491 -1.9724 3.3769 0.0299 0.0100 -0.0873 -0.427
S 0.1777 0.1419 2.2897 0.2638 -0.0762 -0.1212 0.181
C -3.1891 -1.8207 0.0153 -0.2292 0.2052 -0.1154 0.643
C -4.1007 -2.5010 -0.7885 0.1652 -0.0547 -0.0170 -0.498
C -5.0154 -1.7767 -1.5315 -0.0514 0.0211 0.0317 -0.502
C -5.0166 -0.3970 -1.4320 -0.0446 -0.0683 -0.1123 -0.522
C -4.0507 0.1996 -0.6372 0.1430 -0.0469 0.0406 -0.177
N -3.1542 -0.4818 0.0649 -0.0302 -0.0339 0.0192 -0.202
H -1.4914 -4.4092 1.6020 -0.0077 -0.0324 -0.0129 0.399
H -3.2353 -4.3784 1.2491 -0.0064 -0.0271 -0.0401 0.368
H -2.0611 -4.4846 -0.0767 -0.0146 -0.0240 0.0343 0.315
H 1.8580 -2.9239 3.2556 -0.0254 -0.0077 0.0044 0.255
H 2.2729 -1.2800 3.4864 0.0491 0.0042 -0.0186 0.237
H -4.0590 -3.5781 -0.8694 -0.0415 0.0191 0.0293 0.298
H -5.7101 -2.2853 -2.1878 -0.0142 0.0045 0.0252 0.394
H -5.7286 0.2038 -1.9814 0.0537 0.0287 -0.0208 0.369
H -3.9811 1.2804 -0.5720 0.0017 -0.0067 -0.0074 0.351
C 4.2131 3.3446 3.1547 -0.1221 -0.1270 -0.1109 -1.123
Si 5.2647 2.1834 2.1258 0.3778 -0.0179 0.0367 0.246
C 6.3876 1.1624 3.2427 -0.0787 0.1040 0.0357 -1.125
C 6.3458 3.2451 1.0114 -0.0541 -0.0672 -0.0222 -1.121
C 4.3494 0.9486 1.0215 -0.3051 0.1783 0.1868 0.544
C 5.0646 0.3844 -0.0360 0.0155 0.0763 0.0050 -0.187
C 4.4806 -0.5044 -0.9245 0.0966 -0.0082 -0.0125 -1.204
C 3.1442 -0.8074 -0.7530 0.0102 -0.0222 0.0906 -0.438
N 2.4431 -0.3094 0.2661 -0.0160 -0.0019 -0.0623 -0.043
C 3.0164 0.5172 1.1199 -0.0198 -0.1919 -0.1779 0.237
S 2.0205 1.0063 2.5276 0.1263 0.1145 0.4718 -0.252
H 4.8630 4.0399 3.6927 0.0483 -0.0291 -0.0548 0.341
H 3.6023 2.8148 3.8844 0.0294 0.0432 0.0458 0.376
H 3.5402 3.9291 2.5220 0.0147 -0.0149 0.0279 0.373
H 7.0360 1.8078 3.8423 -0.0218 -0.0195 -0.0136 0.322
H 7.0255 0.5009 2.6513 -0.0291 0.0152 -0.0036 0.342
H 5.8063 0.5408 3.9290 0.0074 0.0126 -0.0316 0.315
H 6.9236 3.9516 1.6134 -0.0268 -0.0225 0.0098 0.360
H 5.7399 3.8202 0.3068 -0.0020 -0.0288 0.0178 0.340
H 7.0559 2.6516 0.4307 -0.0215 0.0258 0.0241 0.333
H 6.1046 0.6638 -0.1725 -0.0259 -0.0337 -0.0431 0.239
H 5.0433 -0.9315 -1.7427 -0.0326 0.0101 -0.0160 0.433
H 2.5883 -1.4497 -1.4292 0.1148 0.0188 -0.0809 0.543
C 0.7062 5.0541 -1.5129 0.1709 -0.0379 -0.1435 -1.363
Ge 0.9084 3.1554 -2.1215 -0.0253 0.4555 0.6644 0.549
C 0.2567 3.2052 -3.9622 -0.0073 -0.2602 0.0173 -1.128
C 2.8462 2.7835 -2.0655 -0.1208 -0.1660 -0.1725 -0.686
C 0.0121 2.1073 -0.7254 0.1237 -0.4057 -0.4925 -0.994
H 1.1541 5.7485 -2.2321 -0.0073 -0.0290 0.0349 0.366
H 1.1889 5.2133 -0.5443 -0.0365 -0.0373 -0.0121 0.331
H -0.3506 5.3141 -1.4137 0.0132 -0.0546 0.0116 0.367
H 0.8399 3.9330 -4.5323 -0.0077 0.0355 0.0871 0.413
H -0.7956 3.4914 -3.9939 0.0222 0.0144 0.0437 0.314
H 0.3517 2.2334 -4.4377 -0.0184 -0.0939 -0.0681 0.343
H 3.4249 3.5865 -2.5275 -0.0201 -0.0025 0.0019 0.513
H 3.0214 1.8561 -2.6162 0.0675 0.0284 0.0453 0.311
H 3.1925 2.6477 -1.0367 -0.0651 0.0357 -0.0224 -0.187
H -1.0489 2.3846 -0.7381 -0.0101 -0.0296 0.0650 0.398
H 0.4355 2.4452 0.2277 -0.0151 0.0157 0.0128 0.301
O -1.2146 0.2798 -2.9729 0.0860 0.1143 0.3798 -0.635
S -0.1370 -0.5224 -3.6343 -0.2389 -0.5729 -0.7881 0.864
O 1.1382 -0.0746 -2.9475 0.0076 0.1174 0.4694 -0.588
O -0.0800 -0.3548 -5.0685 0.0914 0.2995 0.1148 -0.687
S -0.4397 -2.4246 -3.1096 0.0398 -0.3436 -0.0910 -0.500
```
Positions in Å, forces in eV/Å.

**ΔE to the lowest compared entry with this formula, charge and spin**: 55.08 kcal per mole
**Total energy**: -5454.37996 hartree
**HOMO-LUMO gap**: 5.65 eV
**Strongest force on any atom**: 0.02051 Eh/bohr
**Charge**: -1
**2S+1**: 1
**E_LUMO**: 2.1 eV


What is the total energy in the first record? -5658.96080 hartree


What is the formula in the first record? C20H32F3GeN6O7S2Ti


What is the total energy in the third record? -5454.37996 hartree


Which value of total energy does entry 2 give? -1291.44651 hartree